# 1
DFT (the ωB97M-V functional and the def2-TZVPD basis) results for a structure of composition CF5LiO3PTl.

```
! RIJCOSX wB97M-V def2-TZVPD def2/J DEFGRID3
* xyz 2 1
P -1.14 0.13 -0.90
F -1.17 1.48 -1.72
F -1.35 -1.28 1.41
F -1.32 -0.78 -2.21
F -2.68 -0.04 -0.58
F -1.04 1.07 0.52
O 0.44 -0.24 -0.89
O 2.60 -0.30 -0.44
C 1.48 -0.13 0.01
O 1.24 0.07 1.24
Li 3.39 -0.13 1.37
Tl -0.44 0.14 2.19
*
```

Output
E_HOMO (alpha / beta) = -21.20 / -21.20 eV
Kohn-Sham gap (alpha / beta) = 7.1 / 7.1 eV

# 2
DFT (the ωB97M-V functional and the def2-TZVPD basis) results for an isolated molecule of C16H39BO3P2.

```
! RIJCOSX wB97M-V def2-TZVPD def2/J DEFGRID3
* xyz 0 1
C 3.26 3.53 2.52
C 2.64 4.12 1.23
P 3.15 3.27 -0.35
C 1.68 3.59 -1.43
P 3.23 0.98 0.01
C 3.54 -0.88 0.29
C 2.51 -1.77 -0.42
C 1.52 -2.48 0.53
C 1.37 -3.98 0.29
C 0.33 -4.33 -0.78
C -1.10 -4.23 -0.23
C -2.10 -3.54 -1.17
C -1.72 -2.10 -1.57
C -2.53 -1.01 -0.87
C -2.50 0.32 -1.63
C -3.75 1.19 -1.42
C -4.14 1.35 0.03
O -3.08 1.96 0.73
C -3.49 2.54 1.95
B 1.42 1.02 0.64
O 0.41 0.88 -0.29
O 1.10 1.20 1.96
H 4.05 4.17 2.90
H 2.50 3.47 3.29
H 3.65 2.53 2.41
H 1.55 4.09 1.31
H 2.97 5.14 1.13
H 1.81 4.50 -2.00
H 1.54 2.74 -2.09
H 0.78 3.70 -0.81
H 4.38 1.26 0.81
H 3.39 0.83 -1.39
H 4.55 -1.11 -0.06
H 3.55 -1.05 1.37
H 3.05 -2.55 -0.96
H 1.96 -1.21 -1.18
H 1.85 -2.33 1.56
H 0.54 -2.00 0.47
H 1.03 -4.44 1.23
H 2.34 -4.43 0.06
H 0.43 -3.68 -1.65
H 0.50 -5.36 -1.09
H -1.09 -3.70 0.72
H -1.49 -5.23 -0.03
H -3.06 -3.52 -0.67
H -2.18 -4.14 -2.08
H -1.84 -1.99 -2.65
H -0.66 -1.92 -1.37
H -3.56 -1.35 -0.79
H -2.12 -0.83 0.13
H -1.63 0.90 -1.31
H -2.41 0.12 -2.69
H -4.59 0.80 -1.99
H -3.54 2.18 -1.81
H -4.39 0.39 0.48
H -5.05 1.96 0.09
H -4.28 3.27 1.79
H -2.64 3.05 2.39
H -3.84 1.77 2.65
H -0.14 1.67 -0.37
H 0.35 0.64 2.17
*
```

Output
E_HOMO = -6.72 eV
SMILES string = CCP(C)[PH2](CCCCCCCCCCCCOC)B(O)O
Kohn-Sham gap = 7.2 eV

# 3
DFT (the ωB97M-V functional and the def2-TZVPD basis) results for a structure of composition C41H33AuBrGeN5OS.

```
! RIJCOSX wB97M-V def2-TZVPD def2/J DEFGRID3
* xyz 0 1
Au -0.45 -0.53 2.31
Br -4.88 3.55 -1.91
C -5.17 1.68 -1.96
C -5.05 1.00 -3.17
C -5.29 -0.37 -3.20
C -5.61 -1.06 -2.03
C -5.76 -0.36 -0.84
C -5.53 1.01 -0.80
N -5.96 -2.44 -2.17
N -5.60 -3.31 -1.34
C -4.65 -3.03 -0.33
C -4.97 -3.47 0.94
C -4.25 -3.09 2.06
C -3.13 -2.24 1.98
O -2.51 -1.78 2.97
C -2.69 -1.93 0.61
N -1.53 -1.24 0.48
C -1.04 -0.97 -0.71
C -1.67 -1.40 -1.89
C -2.85 -2.08 -1.79
C -3.43 -2.33 -0.53
H -4.80 1.54 -4.07
H -5.23 -0.91 -4.13
H -6.03 -0.88 0.07
H -5.65 1.56 0.13
H -5.86 -4.08 1.05
H -4.56 -3.40 3.05
H -0.11 -0.41 -0.76
H -1.20 -1.21 -2.84
H -3.35 -2.45 -2.68
N 0.18 2.30 0.67
C -1.13 2.07 0.63
S -1.99 1.47 1.97
N -1.79 2.32 -0.51
C -1.23 2.71 -1.76
C -1.61 2.00 -2.89
C -1.09 2.34 -4.13
C -0.17 3.38 -4.24
C 0.19 4.10 -3.11
C -0.35 3.78 -1.87
H 0.69 1.99 1.48
H 0.70 2.45 -0.19
H -2.76 2.02 -0.51
H -2.33 1.19 -2.80
H -1.39 1.79 -5.01
H 0.24 3.64 -5.20
H 0.87 4.93 -3.19
H -0.11 4.38 -1.00
C 1.21 -1.29 2.86
Ge 2.87 -0.75 1.95
C 4.42 -1.81 2.44
C 4.79 -1.93 3.78
C 5.89 -2.68 4.15
C 6.66 -3.31 3.18
C 6.31 -3.20 1.85
C 5.20 -2.46 1.48
C 2.55 -0.84 0.03
C 2.27 -2.06 -0.60
C 2.00 -2.11 -1.96
C 2.00 -0.95 -2.72
C 2.27 0.27 -2.12
C 2.55 0.32 -0.76
C 3.20 1.12 2.43
C 4.34 1.74 1.91
C 4.63 3.07 2.19
C 3.78 3.79 3.02
C 2.66 3.19 3.56
C 2.37 1.86 3.27
H 1.27 -2.16 3.51
H 4.20 -1.43 4.55
H 6.16 -2.76 5.20
H 7.52 -3.90 3.47
H 6.91 -3.70 1.09
H 4.94 -2.37 0.43
H 2.25 -2.97 -0.02
H 1.78 -3.07 -2.42
H 1.78 -1.00 -3.78
H 2.27 1.18 -2.70
H 2.80 1.27 -0.30
H 5.02 1.18 1.27
H 5.51 3.53 1.78
H 4.00 4.83 3.25
H 2.00 3.75 4.22
H 1.49 1.40 3.70
*
```

Output
E_HOMO = -6.59 eV
energy above the lowest of the compared OMol25 structures with the same formula, charge and spin = 0.74 kJ/mol
Kohn-Sham gap = 5.3 eV

# 4
DFT (the ωB97M-V functional and the def2-TZVPD basis) results for a structure of composition C15H26BNO4.

```
! RIJCOSX wB97M-V def2-TZVPD def2/J DEFGRID3
* xyz 0 1
O -0.24 0.38 3.52
O -1.26 2.19 2.61
O 1.18 0.09 -0.91
O 0.12 -2.04 -0.11
B 1.08 -0.97 0.04
C -0.21 1.38 2.82
N 2.61 1.33 3.98
C -2.05 0.38 0.09
C -0.66 2.30 -0.93
C 2.16 -1.23 1.20
C 1.05 1.67 2.07
C 2.06 -0.63 2.57
C -2.47 -1.02 -2.66
C 2.26 0.93 2.60
C -1.76 0.43 -2.59
C 0.61 -2.55 -2.38
C -0.25 0.30 -3.01
C -1.80 -2.04 -1.66
C -1.21 0.83 -1.13
C -0.03 -0.16 -1.56
C -0.32 -1.74 -1.44
H -1.98 1.91 3.18
H 2.90 2.28 3.99
H 1.78 1.23 4.50
H -1.42 -0.26 0.74
H -2.91 -0.19 -0.20
H -2.38 1.21 0.69
H -0.97 3.00 -1.72
H -1.05 2.66 0.02
H 0.43 2.33 -0.88
H 3.16 -0.95 0.84
H 2.12 -2.30 1.28
H 1.25 2.75 2.03
H 0.91 1.37 1.03
H 2.82 -1.08 3.25
H 1.10 -0.97 2.99
H -3.54 -0.90 -2.40
H -2.48 -1.47 -3.65
H 3.13 1.16 1.98
H -2.31 1.14 -3.22
H 1.60 -2.15 -2.40
H 0.20 -2.60 -3.36
H 0.69 -3.60 -2.04
H 0.00 -0.50 -3.74
H 0.31 1.23 -3.17
H -2.36 -2.12 -0.73
H -1.87 -3.05 -2.10
*
```

Output
E_HOMO = -9.28 eV
energy above the lowest of the compared OMol25 structures with the same formula, charge and spin = 74.84 kJ/mol
Kohn-Sham gap = 9.9 eV

| no. | molar mass (g/mol) | maximum force (eV Å⁻¹) |
| --- | --- | --- |
| 1 | 397.3 | 8.16 |
| 2 | 352.2 | 1.28 |
| 3 | 993.3 | 0.53 |
| 4 | 295.2 | 3.37 |